No. 1
{
  "formula": "C22H36O12P2S2",
  "method": "ωB97M-V with the def2-TZVPD basis set",
  "elements": ["O", "C", "O", "C", "P", "S", "P", "S", "H", "H", "H", "H", "H", "H", "O", "C", "C", "C", "C", "O", "H", "H", "H", "H", "H", "H", "O", "C", "C", "C", "C", "O", "H", "H", "H", "H", "H", "H", "O", "C", "C", "C", "C", "O", "H", "H", "H", "H", "H", "H", "O", "C", "C", "C", "C", "O", "H", "H", "H", "H", "H", "H", "O", "C", "C", "C", "C", "O", "H", "H", "H", "H", "H", "H"],
  "coordinates": [[0.044, -3.879, 3.257], [-0.986, -4.438, 2.825], [-2.192, -3.714, 2.465], [-2.780, -3.245, 3.704], [-2.458, -1.372, 4.008], [-0.836, -0.695, 3.183], [-4.680, -3.468, 3.769], [-5.086, -5.326, 4.307], [-0.941, -5.589, 2.764], [-2.322, -3.804, 4.600], [-2.422, -1.219, 5.448], [-3.549, -0.569, 3.482], [-5.301, -3.266, 2.490], [-5.138, -2.518, 4.766], [1.670, 2.774, 0.433], [1.573, 1.638, 0.041], [1.285, 1.221, -1.375], [0.890, -0.229, -1.205], [1.671, -0.638, 0.022], [1.752, 0.541, 0.828], [2.194, 1.329, -1.969], [0.474, 1.810, -1.800], [1.105, -0.847, -2.079], [-0.183, -0.296, -1.001], [2.687, -0.965, -0.222], [1.168, -1.431, 0.579], [7.403, 5.643, -1.130], [6.630, 5.353, -0.252], [5.386, 4.523, -0.415], [4.636, 4.817, 0.867], [5.756, 5.107, 1.839], [6.793, 5.705, 1.053], [5.667, 3.470, -0.489], [4.818, 4.833, -1.292], [3.985, 4.003, 1.190], [4.019, 5.711, 0.734], [6.150, 4.198, 2.303], [5.446, 5.799, 2.624], [4.369, 1.291, -0.930], [5.336, 0.593, -0.760], [5.846, 0.111, 0.571], [7.243, -0.359, 0.224], [7.096, -0.779, -1.220], [6.100, 0.093, -1.767], [5.214, -0.710, 0.918], [5.863, 0.919, 1.301], [7.611, -1.158, 0.870], [7.941, 0.482, 0.296], [6.747, -1.811, -1.319], [8.028, -0.666, -1.775], [-0.635, 1.164, -3.687], [-1.777, 1.329, -3.343], [-2.841, 2.038, -4.135], [-3.906, 2.286, -3.087], [-3.700, 1.133, -2.134], [-2.296, 0.853, -2.178], [-3.196, 1.375, -4.928], [-2.463, 2.971, -4.554], [-4.918, 2.335, -3.492], [-3.702, 3.232, -2.575], [-4.244, 0.235, -2.443], [-3.991, 1.388, -1.113], [-6.693, -0.910, 0.319], [-6.791, -2.044, -0.072], [-7.071, -2.464, -1.489], [-7.469, -3.916, -1.319], [-6.696, -4.323, -0.087], [-6.617, -3.139, 0.718], [-6.158, -2.359, -2.080], [-7.879, -1.874, -1.921], [-7.250, -4.536, -2.189], [-8.544, -3.981, -1.121], [-5.679, -4.652, -0.323], [-7.202, -5.114, 0.471]],
  "e_tot_ev": -88214.834,
  "smiles": "O=COC([PH2]=S)[PH2]=S.O=C1CCCO1.O=C1CCCO1.O=C1CCCO1.O=C1CCCO1.O=C1CCCO1",
  "lumo_ev": 0.07,
  "fmax_ha_per_bohr": 0.1003,
  "gap_ev": 8.61
}


No. 2
{
  "formula": "C22H36O18",
  "method": "ωB97M-V with the def2-TZVPD basis set",
  "elements": ["C", "C", "C", "O", "C", "O", "O", "H", "H", "H", "H", "H", "H", "C", "C", "C", "O", "C", "O", "O", "H", "H", "H", "H", "H", "H", "C", "C", "C", "O", "C", "O", "O", "H", "H", "H", "H", "H", "H", "C", "C", "C", "O", "C", "O", "O", "H", "H", "H", "H", "H", "H", "C", "O", "C", "O", "O", "C", "H", "H", "H", "H", "H", "H", "C", "O", "C", "O", "O", "C", "H", "H", "H", "H", "H", "H"],
  "coordinates": [[-1.598, -4.473, -3.228], [-0.637, -3.486, -2.526], [0.550, -4.168, -1.723], [1.638, -4.135, -2.598], [1.353, -3.242, -3.547], [2.092, -2.889, -4.461], [0.093, -2.867, -3.552], [-1.050, -5.182, -3.799], [-2.238, -3.796, -3.905], [-2.180, -4.980, -2.545], [-1.182, -2.774, -1.944], [0.306, -5.147, -1.445], [0.849, -3.746, -0.796], [-6.396, -1.432, 0.441], [-5.837, -2.061, -0.887], [-4.343, -1.771, -1.023], [-3.659, -2.979, -0.611], [-4.489, -3.868, -0.355], [-4.179, -4.994, 0.086], [-5.741, -3.422, -0.527], [-6.212, -0.399, 0.312], [-5.957, -1.897, 1.340], [-7.451, -1.482, 0.422], [-6.465, -1.777, -1.739], [-3.964, -0.838, -0.667], [-4.148, -1.672, -2.114], [2.543, -0.898, -1.456], [3.873, -0.479, -0.734], [3.956, 0.857, -0.044], [4.609, 0.447, 1.150], [4.576, -0.882, 1.315], [4.953, -1.519, 2.286], [4.173, -1.464, 0.255], [1.714, -0.975, -0.815], [2.668, -1.822, -2.092], [2.299, -0.167, -2.196], [4.447, -0.396, -1.644], [2.990, 1.245, 0.304], [4.392, 1.647, -0.642], [1.333, 5.013, 1.354], [2.385, 5.581, 0.417], [3.424, 6.416, 1.221], [4.621, 5.739, 0.757], [4.409, 4.801, -0.055], [5.358, 4.227, -0.660], [3.144, 4.632, -0.274], [0.453, 4.673, 0.883], [0.808, 5.714, 1.982], [1.742, 4.284, 2.080], [1.813, 6.201, -0.243], [3.251, 6.375, 2.333], [3.477, 7.476, 0.807], [-3.198, 0.727, 2.251], [-2.596, 0.773, 1.006], [-1.597, 1.630, 0.721], [-1.181, 2.612, 1.687], [-0.966, 1.497, -0.453], [0.053, 2.406, -0.772], [-2.402, 0.180, 2.930], [-4.084, 0.050, 2.258], [-3.559, 1.668, 2.650], [0.552, 2.050, -1.591], [0.699, 2.433, 0.092], [-0.454, 3.408, -1.021], [-0.955, -2.086, 1.228], [0.082, -1.217, 0.958], [0.680, -0.665, 2.056], [0.126, -0.685, 3.358], [1.564, 0.232, 1.715], [2.033, 1.028, 2.791], [-1.919, -1.595, 1.331], [-0.738, -2.693, 2.101], [-1.227, -2.690, 0.412], [1.235, 1.590, 3.210], [2.834, 1.680, 2.550], [2.449, 0.418, 3.634]],
  "e_tot_ev": -60247.300,
  "smiles": "C[C@H]1COC(=O)O1.C[C@H]1COC(=O)O1.C[C@H]1COC(=O)O1.C[C@H]1COC(=O)O1.COC(=O)OC.COC(=O)OC",
  "relative_energy_kcal_mol": 142.9,
  "lumo_ev": 0.05,
  "fmax_ha_per_bohr": 0.1686,
  "gap_ev": 10.59
}


No. 3
{
  "formula": "C22H36O2OsP2",
  "method": "ωB97M-V with the def2-TZVPD basis set",
  "elements": ["P", "P", "C", "C", "H", "H", "H", "H", "C", "H", "H", "H", "C", "H", "H", "H", "C", "H", "H", "H", "C", "H", "H", "H", "Os", "C", "C", "C", "C", "C", "C", "C", "C", "C", "H", "H", "H", "H", "H", "H", "H", "H", "H", "H", "H", "H", "H", "H", "H", "O", "C", "O", "C", "C", "C", "C", "C", "C", "H", "H", "H", "H", "H"],
  "coordinates": [[-0.341, -1.832, -1.061], [0.641, 0.583, -2.757], [-0.545, -1.867, -2.926], [0.539, -1.034, -3.584], [-1.543, -1.460, -3.137], [-0.507, -2.916, -3.232], [1.532, -1.490, -3.515], [0.343, -0.847, -4.647], [-0.736, 1.586, -3.493], [-0.668, 2.624, -3.139], [-1.723, 1.168, -3.286], [-0.577, 1.583, -4.574], [1.977, 1.391, -3.703], [1.654, 1.459, -4.765], [2.896, 0.782, -3.655], [2.166, 2.419, -3.335], [-1.519, -3.276, -0.773], [-1.191, -4.185, -0.132], [-1.777, -3.686, -1.751], [-2.372, -2.819, -0.244], [1.587, -2.676, -1.240], [2.195, -1.762, -1.203], [1.654, -3.185, -2.205], [2.086, -3.378, -0.485], [0.362, -3.531, 0.166], [-0.429, 3.178, 1.476], [-1.680, 3.243, 0.978], [-2.191, 2.757, -0.354], [-1.884, 1.221, -0.559], [-0.500, 0.993, -0.244], [0.693, 1.332, -1.021], [0.880, 2.842, -0.775], [0.898, 3.051, 0.764], [0.880, -5.039, 1.539], [-0.352, 3.285, 2.577], [-2.486, 3.708, 1.571], [-1.763, 3.305, -1.208], [-3.281, 2.912, -0.386], [-2.489, 0.674, 0.184], [-2.169, 0.838, -1.558], [-0.243, 0.561, 0.745], [1.567, 0.805, -0.592], [0.069, 3.420, -1.227], [1.822, 3.182, -1.231], [1.420, 2.199, 1.235], [1.537, 3.933, 0.972], [1.782, -4.753, 2.112], [1.101, -5.905, 0.899], [0.072, -5.282, 2.244], [-0.240, -2.377, 1.831], [0.616, -1.428, 2.091], [1.659, -1.200, 1.439], [0.219, -0.546, 3.240], [1.217, 0.261, 3.784], [0.927, 1.119, 4.845], [-0.373, 1.149, 5.372], [-1.392, 0.367, 4.810], [-1.093, -0.505, 3.757], [2.222, 0.246, 3.362], [1.712, 1.745, 5.283], [-0.601, 1.799, 6.218], [-2.415, 0.404, 5.207], [-1.845, -1.143, 3.291]],
  "total_charge": 2,
  "e_tot_ev": -48511.926,
  "relative_energy_kcal_mol": 36.8,
  "lumo_ev": [-6.44, -10.40],
  "s_squared": 6.02,
  "fmax_ha_per_bohr": 0.1224,
  "gap_ev": [6.81, 2.78],
  "spin_multiplicity": 5
}